No. 1
77
Properties=species:S:1:pos:R:3:forces:R:3:lowdin_charge:R:1 method="wB97M-V/def2-TZVPD" de_lowest_kj_mol=152.3 fmax_ev_per_a=1.69 orbital_gap_ev=5.52 charge=-2 homo_energy_ev=-1.71
Sn -0.26902 -0.21035 -0.11715 -1.220 1.026 -0.554 0.430
O 1.75236 0.54506 0.96078 0.709 -0.292 -0.632 -0.566
S 2.46416 0.97412 -0.27878 -0.164 -0.003 -0.020 0.411
O 3.66586 0.23827 -0.57503 0.049 0.516 0.193 -0.295
O 1.48970 1.04499 -1.38514 1.098 0.070 0.344 -0.462
C 2.87140 2.65890 0.22266 -0.398 -0.239 0.617 -0.252
C 4.19511 2.94952 0.48944 -0.081 0.038 -0.177 -0.064
C 4.51953 4.08011 1.23433 0.049 -0.035 -0.083 -0.089
C 3.51026 4.88021 1.73141 -0.014 0.070 0.066 -0.087
C 2.17410 4.59050 1.46332 -0.043 0.057 -0.046 -0.079
C 1.81917 3.48548 0.70642 0.304 -0.346 -0.499 -0.316
P 0.08236 2.93257 0.39118 -0.252 1.005 -0.175 1.089
C -0.96339 4.30087 1.05528 0.013 -0.148 0.297 -0.339
C -0.97508 4.46988 2.44542 0.016 0.059 -0.048 -0.117
C -1.90607 5.28677 3.06614 0.020 -0.010 -0.019 -0.089
C -2.87180 5.93798 2.30878 0.016 0.003 -0.014 -0.107
C -2.87005 5.78489 0.93128 -0.011 -0.015 -0.023 -0.095
C -1.92812 4.97503 0.30724 0.123 0.106 0.038 -0.079
C -0.11297 3.27049 -1.40794 0.057 -0.147 0.109 -0.398
C -1.23787 2.71293 -2.01474 0.002 0.060 -0.024 -0.134
C -1.42952 2.83175 -3.38434 -0.046 0.035 0.030 -0.075
C -0.49856 3.50643 -4.16011 0.036 0.008 -0.010 -0.100
C 0.62914 4.05338 -3.56243 0.002 0.032 0.047 -0.090
C 0.82294 3.93495 -2.19358 -0.106 0.016 0.001 -0.084
H 4.95041 2.25956 0.13498 0.024 0.013 0.039 0.107
H 5.55606 4.31062 1.44736 -0.003 -0.013 0.012 0.097
H 3.75609 5.73273 2.35333 -0.025 0.019 -0.023 0.099
H 1.39951 5.22471 1.87492 0.030 0.048 -0.050 0.093
H -0.24675 3.94015 3.04724 -0.034 -0.060 0.043 0.078
H -1.89327 5.39186 4.14463 -0.004 -0.007 -0.004 0.098
H -3.62861 6.54612 2.78878 0.025 0.025 0.008 0.092
H -3.61924 6.28638 0.33003 0.006 0.002 0.001 0.096
H -1.94975 4.86887 -0.76867 -0.023 -0.019 0.004 0.093
H -1.96656 2.17256 -1.41874 0.030 -0.075 -0.008 0.087
H -2.29878 2.37591 -3.84120 -0.003 0.005 -0.001 0.105
H -0.64187 3.59440 -5.23024 0.004 -0.026 -0.003 0.092
H 1.37364 4.56120 -4.16411 -0.015 0.004 -0.015 0.094
H 1.72356 4.33187 -1.74240 -0.008 0.040 0.000 0.102
Se -2.24772 -4.60610 -1.81067 0.056 0.073 0.050 -0.321
Sb -1.84970 -3.00205 -0.03327 -0.776 -1.474 -0.260 -0.382
Se -3.26977 -1.00086 -0.25456 0.290 0.393 -0.204 -0.214
Se 0.69891 -2.50159 -0.28886 -0.051 -0.757 0.121 -0.021
Se -2.40415 -3.75192 2.21470 0.366 0.152 0.202 -0.179
F 3.02180 3.76806 5.67153 0.010 0.015 -0.013 0.024
C 2.23685 2.80634 5.11416 0.014 -0.037 -0.007 -0.296
C 0.87647 2.86405 5.30632 -0.081 0.040 -0.045 -0.038
C 0.07810 1.88795 4.70974 0.075 -0.037 -0.045 -0.136
C 0.62558 0.84272 3.96605 -0.004 0.129 -0.086 -0.313
C 2.01935 0.81914 3.82529 -0.142 0.067 -0.013 -0.117
C 2.82944 1.80320 4.37535 0.003 -0.076 0.015 -0.013
Sb -0.61023 -0.63375 2.89158 -0.028 -0.369 1.045 1.420
C 0.25902 -2.23855 4.02072 0.014 0.081 -0.096 -0.392
C 1.56450 -2.62222 3.73564 0.000 0.012 0.088 -0.120
C 2.19273 -3.62213 4.47333 0.028 0.068 -0.096 -0.015
C 1.48203 -4.23385 5.47895 0.022 0.014 0.052 -0.289
F 2.09333 -5.19888 6.22034 -0.020 -0.016 -0.006 0.022
C 0.17083 -3.91147 5.76123 -0.103 0.049 0.020 -0.017
C -0.44144 -2.91256 5.01674 0.107 -0.096 -0.095 -0.163
C -2.31630 -0.22543 4.12210 0.107 0.045 -0.019 -0.378
C -3.52040 0.11424 3.51155 -0.111 -0.056 0.010 -0.108
C -4.59682 0.57261 4.26637 0.041 -0.025 -0.083 -0.009
C -4.45024 0.66118 5.63220 0.018 0.022 0.021 -0.290
F -5.48195 1.14021 6.37860 -0.030 -0.055 -0.003 0.025
C -3.29000 0.28867 6.28001 0.054 -0.034 0.016 -0.023
C -2.21732 -0.14550 5.51066 -0.132 -0.006 -0.022 -0.150
H 0.44897 3.67099 5.88937 -0.008 -0.015 -0.003 0.111
H -0.99519 1.96202 4.83504 0.006 0.016 -0.009 0.089
H 2.49240 0.04067 3.24447 0.000 0.016 -0.036 0.082
H 3.90109 1.80109 4.22214 0.001 -0.008 0.040 0.115
H 2.10310 -2.16283 2.91460 0.006 -0.008 -0.007 0.088
H 3.21178 -3.92152 4.26691 -0.016 -0.035 -0.013 0.112
H -0.36553 -4.44541 6.53505 0.023 -0.025 -0.013 0.112
H -1.49088 -2.70150 5.17405 0.011 0.031 0.063 0.080
H -3.63936 -0.00469 2.43830 0.075 0.038 -0.008 0.029
H -5.53044 0.85371 3.79734 -0.011 -0.010 0.022 0.115
H -3.23098 0.34662 7.35924 0.005 0.034 -0.003 0.110
H -1.29163 -0.41095 6.00744 0.019 0.022 -0.005 0.102

No. 2
76
Properties=species:S:1:pos:R:3:forces:R:3:lowdin_spin:R:1 method="wB97M-V/def2-TZVPD" de_lowest_kj_mol=57.2 fmax_ev_per_a=1.07 spin_multiplicity=2 orbital_gap_ev="7.37 / 7.28" charge=0 homo_energy_ev="-8.19 / -8.19"
Ti 0.43871 -0.35144 0.06867 0.159 -0.126 0.004 0.888
C 5.68148 4.10297 0.84172 0.020 0.001 0.019 0.000
C 4.71981 2.98656 0.53479 -0.064 -0.075 -0.043 -0.001
C 5.11230 1.65156 0.59627 0.048 0.070 0.055 0.004
C 4.23309 0.61782 0.30978 0.016 -0.011 0.136 -0.001
C 4.66921 -0.80581 0.53076 0.060 0.077 -0.087 0.000
O 5.82610 -1.11455 0.35346 0.005 -0.047 -0.023 0.001
C 3.68322 -1.82642 1.03735 -0.007 0.229 0.020 0.004
C 2.66131 -1.49153 1.93186 0.232 0.091 -0.027 0.005
C 1.78667 -2.46126 2.39254 -0.036 -0.045 -0.031 0.009
C 1.91405 -3.77348 1.94208 -0.035 0.029 -0.001 0.000
C 2.93039 -4.10969 1.06222 0.043 0.040 -0.034 0.005
C 3.82377 -3.13948 0.62034 -0.069 -0.073 -0.013 0.000
C 2.94359 0.93267 -0.11715 -0.261 -0.269 -0.039 0.006
O 2.15044 -0.03740 -0.55326 0.274 0.104 0.050 -0.005
C 2.46898 2.25591 -0.07041 -0.307 0.155 0.008 0.000
C 3.39151 3.26217 0.23537 0.043 0.034 0.067 0.004
C 1.01724 2.58283 -0.21256 0.588 0.120 0.270 0.026
N 0.08965 1.68464 -0.16656 -0.223 0.506 -0.186 -0.005
C -1.34688 2.07818 -0.23432 0.267 0.152 -0.030 0.001
C -2.07201 1.42506 -1.39299 0.118 -0.157 -0.150 0.004
Te -4.15293 1.88411 -1.33070 -0.199 -0.262 0.034 0.001
C -3.81930 3.92105 -1.68866 0.060 0.292 -0.010 0.000
C -4.21880 4.86065 -0.74150 0.027 0.038 -0.038 0.000
C -3.98552 6.21396 -0.95441 -0.006 -0.035 0.003 0.000
C -3.33458 6.63513 -2.10381 0.010 0.008 0.015 0.000
C -2.93083 5.70298 -3.04993 0.007 -0.010 -0.014 0.000
C -3.18272 4.35320 -2.85062 -0.036 0.007 0.027 0.000
C 0.70366 4.04516 -0.27504 -0.018 -0.127 -0.173 0.003
C 0.16614 4.70050 0.82643 -0.012 0.043 0.015 0.001
C -0.09599 6.06015 0.75873 0.001 0.007 -0.011 0.000
C 0.17432 6.76472 -0.40642 -0.004 0.003 -0.010 0.000
C 0.71342 6.11126 -1.50511 -0.003 -0.036 0.034 0.000
C 0.98626 4.75247 -1.43722 -0.045 0.050 -0.038 0.001
H 6.69363 3.72274 0.97043 -0.004 -0.009 0.008 0.000
H 5.40015 4.62390 1.75856 0.005 0.009 -0.001 0.000
H 5.70270 4.83922 0.03749 -0.017 -0.001 -0.006 0.000
H 6.12188 1.39125 0.89326 0.000 0.005 -0.004 0.000
H 2.59341 -0.47229 2.30335 -0.043 0.001 -0.004 0.001
H 1.00918 -2.19676 3.09715 -0.007 -0.008 -0.007 0.000
H 1.22073 -4.52877 2.28985 0.009 -0.013 -0.008 0.000
H 3.03275 -5.12948 0.71561 -0.010 -0.001 -0.010 0.000
H 4.62201 -3.38840 -0.06574 0.002 -0.016 0.006 0.000
H 3.05698 4.29176 0.26428 0.016 -0.005 0.001 0.000
H -1.41732 3.15464 -0.36846 -0.100 0.026 0.134 0.000
H -1.81497 1.81033 0.71463 0.055 -0.085 -0.001 -0.001
H -1.98798 0.33695 -1.41495 -0.032 0.014 0.077 0.002
H -1.70324 1.80062 -2.34745 0.098 -0.052 0.016 0.000
H -4.70978 4.53536 0.16685 0.014 -0.009 0.010 0.000
H -4.30773 6.93624 -0.21509 0.004 0.002 0.000 0.000
H -3.14509 7.68872 -2.26416 -0.003 0.004 -0.011 0.000
H -2.43305 6.02822 -3.95479 0.003 -0.001 -0.002 0.000
H -2.89692 3.63524 -3.60990 0.017 -0.004 0.001 0.000
H -0.04976 4.14835 1.73328 -0.001 -0.015 -0.007 0.000
H -0.51784 6.56985 1.61471 0.005 -0.006 0.008 0.000
H -0.03637 7.82475 -0.45752 -0.004 0.002 0.000 0.000
H 0.92570 6.65802 -2.41414 -0.005 0.001 -0.006 0.000
H 1.41687 4.23868 -2.28828 0.008 -0.003 0.002 0.000
O -3.06547 -0.56600 1.46364 -0.038 0.098 0.167 0.008
C -2.02077 -1.09550 1.19253 0.333 -0.281 -0.184 0.004
O -0.81427 -0.60406 1.49272 -0.401 -0.045 -0.219 -0.002
C -1.95303 -2.43324 0.48467 -0.258 -0.076 0.164 0.005
C -2.79714 -3.44218 0.90202 0.162 0.078 -0.030 -0.001
C -2.68840 -4.69144 0.31457 -0.046 -0.435 0.258 0.005
C -1.74734 -4.97198 -0.64992 0.059 0.202 0.066 -0.001
C -0.90888 -3.94968 -1.05610 0.247 -0.464 -0.335 0.005
C -1.02883 -2.64543 -0.56487 -0.136 0.376 0.076 0.005
O -0.37981 -1.61199 -1.07299 -0.235 -0.540 0.143 0.014
N 0.16566 -4.32124 -2.01023 -0.393 0.255 0.216 0.001
O 1.15645 -3.62639 -2.03886 0.116 0.024 0.016 0.001
O -0.00885 -5.32160 -2.67458 0.020 -0.079 -0.087 0.001
N -3.59331 -5.77564 0.75557 -0.499 0.653 -0.693 0.001
O -3.60504 -6.79413 0.09624 0.242 -0.200 0.235 0.001
O -4.35450 -5.52355 1.66705 0.195 -0.174 0.235 0.001
H -3.52234 -3.26257 1.68272 -0.021 0.005 -0.023 0.000
H -1.65210 -5.95773 -1.07735 -0.011 -0.016 -0.001 0.000

No. 3
71
Properties=species:S:1:pos:R:3:forces:R:3:lowdin_charge:R:1 method="wB97M-V/def2-TZVPD" de_lowest_kj_mol=82.3 fmax_ev_per_a=1.79 orbital_gap_ev=7.53 charge=0 homo_energy_ev=-8.18
Ti -0.23032 -0.81110 0.36079 0.954 -0.164 -1.509 0.936
C 3.27488 0.71208 1.09445 -0.305 -0.166 0.058 -0.231
P 2.35625 -0.29055 -0.13940 0.643 0.422 -0.559 1.017
C 3.61489 -1.52511 -0.63967 -0.215 -0.171 0.150 -0.363
C 3.88082 -1.81183 -1.97741 -0.014 0.048 0.082 -0.077
C 4.78540 -2.80816 -2.31284 0.024 -0.043 -0.009 -0.072
C 5.42996 -3.53072 -1.32022 -0.005 0.007 -0.025 -0.081
C 5.16467 -3.25771 0.01372 0.051 -0.069 0.045 -0.080
C 4.25573 -2.26882 0.35189 -0.061 0.108 0.011 -0.097
C 2.33611 0.78948 -1.62660 -0.050 -0.145 0.063 -0.367
C 1.32051 0.66422 -2.57454 0.151 0.056 0.112 -0.098
C 1.33531 1.43392 -3.72738 -0.055 -0.010 -0.024 -0.067
C 2.35996 2.34162 -3.94500 0.012 -0.009 -0.026 -0.078
C 3.37878 2.46672 -3.01274 0.050 0.058 -0.012 -0.074
C 3.37087 1.69034 -1.86488 -0.021 -0.045 0.073 -0.084
H 4.31780 0.84312 0.81615 0.007 0.001 -0.024 0.046
H 3.22056 0.20467 2.05762 0.039 0.053 0.015 0.044
H 2.78016 1.67813 1.18846 -0.017 -0.005 0.030 0.059
H 3.38954 -1.25039 -2.75995 -0.021 0.011 -0.032 0.104
H 4.98538 -3.02211 -3.35491 -0.002 0.015 0.004 0.107
H 6.13585 -4.30779 -1.58312 -0.003 0.009 -0.006 0.105
H 5.66674 -3.82345 0.78825 -0.028 0.024 0.020 0.106
H 4.04264 -2.06464 1.39564 0.040 -0.059 0.008 0.104
H 0.51175 -0.03404 -2.42112 -0.095 -0.030 0.035 0.081
H 0.53603 1.32806 -4.44959 0.014 0.006 -0.001 0.109
H 2.36892 2.94817 -4.84126 -0.011 0.000 0.005 0.105
H 4.18176 3.17284 -3.18151 0.009 -0.020 0.014 0.105
H 4.18133 1.78128 -1.15293 0.000 0.061 -0.039 0.099
Cl -6.70671 -1.94024 4.09444 -0.086 -0.036 0.020 0.690
C -5.03913 -1.68748 3.71673 0.211 0.080 -0.059 -0.664
C -4.33724 -2.66054 3.01956 -0.100 -0.121 0.003 -0.078
C -3.01714 -2.43073 2.67790 0.084 0.065 -0.008 0.007
C -2.40588 -1.23064 3.03029 0.043 -0.196 0.071 -0.141
C -3.11346 -0.27188 3.74706 0.109 0.016 -0.033 -0.002
C -4.43158 -0.49833 4.09719 -0.079 0.026 0.015 -0.097
C -1.03959 -0.91423 2.54432 -0.643 0.576 1.508 -0.575
O -0.52768 0.19466 2.66074 -0.040 -0.218 -0.194 0.078
O -0.41156 -1.83963 1.84991 -0.051 -1.005 0.873 -0.117
H -4.82585 -3.58417 2.73832 -0.007 0.024 -0.010 0.111
H -2.46520 -3.16502 2.10424 -0.017 -0.012 0.003 0.113
H -2.62164 0.65694 4.00438 -0.025 0.006 0.005 0.126
H -4.99781 0.24584 4.64040 0.001 -0.017 0.004 0.109
F -0.13850 0.91675 0.04675 0.205 1.147 -0.311 -0.377
N -9.98208 0.54532 0.76434 0.064 -0.024 -0.016 0.158
C -8.86534 0.33231 0.59237 -0.324 0.038 0.058 -0.186
C -7.47305 0.08174 0.38289 0.373 -0.009 -0.011 -0.232
C -7.05963 -1.02142 -0.36269 -0.118 0.009 0.033 -0.017
C -5.71345 -1.25756 -0.56365 0.037 -0.002 -0.003 -0.010
C -4.76086 -0.38942 -0.02750 -0.097 0.082 0.224 -0.230
C -5.18250 0.71522 0.72194 0.016 -0.040 -0.063 -0.015
C -6.52618 0.95060 0.92861 -0.054 -0.050 -0.004 -0.017
C -3.36017 -0.61744 -0.17605 0.115 0.001 -0.222 -0.066
C -2.15928 -0.78008 -0.27258 -0.437 -0.125 -0.115 -0.039
H -7.80180 -1.69411 -0.77064 0.010 0.004 -0.021 0.122
H -5.39406 -2.11820 -1.13562 0.031 0.003 0.013 0.115
H -4.43597 1.37915 1.13605 -0.009 0.005 0.014 0.125
H -6.84943 1.80020 1.51477 -0.022 0.001 -0.021 0.122
Cl -3.63709 -6.70098 0.82470 -0.062 -0.047 0.028 0.650
C -2.49157 -5.51025 0.28616 0.078 0.079 -0.031 -0.691
C -2.84230 -4.62302 -0.71844 -0.031 -0.006 -0.044 -0.107
C -1.93316 -3.66215 -1.12521 0.171 -0.086 0.018 -0.062
C -0.66887 -3.55398 -0.53765 -0.204 -0.296 -0.079 -0.323
C 0.27496 -2.46345 -0.90981 -0.163 0.017 -0.073 -0.214
C -0.33351 -4.49096 0.44343 -0.046 0.085 -0.069 -0.054
C -1.23227 -5.45971 0.85982 -0.012 -0.059 0.032 -0.113
H -3.82137 -4.68299 -1.17561 0.007 -0.030 0.006 0.102
H -2.20629 -2.96897 -1.90928 -0.052 0.036 0.024 0.111
H 0.21025 -2.22628 -1.97418 0.023 0.049 0.012 0.070
H 1.29550 -2.77776 -0.68419 0.014 0.043 -0.046 0.039
H 0.64734 -4.45464 0.90308 0.003 0.035 0.012 0.118
H -0.96060 -6.17306 1.62643 -0.004 0.007 0.000 0.106

It is found that the electronic energy values, taken in the order of the records, are -352469.167; -91058.140; -103522.922 eV.